Record 1
A cluster of 2 separate species, C4H7NO3 in total in a non-equilibrium geometry, computed with ωB97M-V with the def2-TZVPD basis set.

ΔE to the lowest compared entry with this formula, charge and spin: 144.8 kcal per mole
LUMO: 0.123 eV
orbital gap: 9.7251 eV

```
! RIJCOSX wB97M-V def2-TZVPD def2/J DEFGRID3
* xyz 0 1
C 1.52 -0.70 -0.01
C 0.58 -0.28 -1.08
C 0.71 0.23 0.98
C -0.14 0.62 -0.18
N -2.00 -0.28 0.12
O -2.15 -1.46 0.01
O -2.87 0.60 0.29
O -0.68 1.91 -0.39
H 1.54 -1.76 0.37
H 2.60 -0.35 -0.06
H 1.04 0.10 -1.92
H -0.04 -1.13 -1.33
H 0.07 -0.30 1.63
H 1.28 1.00 1.46
H -1.47 1.79 0.12
*
```

=====

Record 2
An isolated molecule of C4H7NO3S in a non-equilibrium geometry, computed with ωB97M-V with the def2-TZVPD basis set.

ΔE to the lowest compared entry with this formula, charge and spin: 79.8 kcal per mole
SMILES: COC(=O)[C@H](N=O)SC
LUMO: -0.425 eV
orbital gap: 8.3888 eV

```
! RIJCOSX wB97M-V def2-TZVPD def2/J DEFGRID3
* xyz 0 1
C -0.73 -1.07 0.50
C -2.31 -2.59 0.08
C 2.59 -0.08 1.74
C 0.69 -0.44 -0.36
N 1.56 -1.52 -0.58
O -1.44 -0.38 1.20
O 1.17 -2.27 -1.46
O -0.90 -2.30 0.12
S 1.65 0.84 0.60
H -2.80 -2.35 1.05
H -2.24 -3.65 -0.09
H -2.80 -2.07 -0.83
H 2.78 0.43 2.71
H 3.58 -0.19 1.27
H 1.97 -0.96 1.96
H 0.22 -0.03 -1.32
*
```

=====

Record 3
A cluster of 2 separate species, C4H7NO4 in total in a non-equilibrium geometry, computed with ωB97M-V with the def2-TZVPD basis set.

ΔE to the lowest compared entry with this formula, charge and spin: 86.2 kcal per mole
SMILES: C/N=C(\O)OC.O=C=O
LUMO: 0.339 eV
orbital gap: 8.6740 eV

```
! RIJCOSX wB97M-V def2-TZVPD def2/J DEFGRID3
* xyz 0 1
C 0.84 0.09 -0.23
C -2.71 -0.83 0.32
C 0.37 2.39 0.73
C 0.93 -1.90 -1.20
N 1.12 1.60 -0.24
O -2.95 0.27 0.46
O -2.48 -1.92 0.15
O 0.19 -0.47 0.74
O 1.34 -0.60 -1.26
H -0.59 2.48 0.44
H 0.79 3.43 0.72
H 0.56 2.08 1.71
H 1.05 -2.33 -2.33
H -0.21 -2.05 -0.84
H 1.56 -2.53 -0.61
H 0.20 0.30 1.44
*
```

=====

Record 4
A structure of composition C4H7NO5 in a non-equilibrium geometry, computed with ωB97M-V with the def2-TZVPD basis set.

ΔE to the lowest compared entry with this formula, charge and spin: 147.1 kcal per mole
LUMO: -0.060 eV
orbital gap: 9.0685 eV

```
! RIJCOSX wB97M-V def2-TZVPD def2/J DEFGRID3
* xyz 0 1
N -0.35 -2.00 1.87
C -0.40 -1.40 0.54
O -1.48 -1.55 -0.06
C 0.43 -0.10 0.49
O 1.27 -0.22 1.47
C -0.15 0.78 -0.68
O -0.42 0.44 -1.81
C -0.14 2.26 -0.36
O -0.76 3.00 -1.37
H -0.32 -3.01 1.85
H -0.99 -1.57 2.53
H -0.64 2.41 0.61
H 0.91 2.56 -0.22
H -0.64 3.94 -1.18
H 0.73 -1.31 2.30
O 1.31 -1.31 -0.62
H 1.97 -1.75 -0.08
*
```